Entry 1:
DFT (the ωB97M-V functional and the def2-TZVPD basis) results for C22H24IKLi2NO9P as an isolated structure in a non-equilibrium geometry.

Summary:
Energy   -77239.635 eV
Kohn-Sham gap   1.993 eV
Highest occupied orbital energy   -4.000 eV

```
! RIJCOSX wB97M-V def2-TZVPD def2/J DEFGRID3
* xyz 0 1
C 1.88330 -2.63037 -2.15193
C 2.43170 -1.33086 -2.81829
C 1.27743 -0.35389 -3.05745
I 0.34552 -0.93044 -5.04777
N 1.81839 1.04490 -3.19704
C 0.95082 2.08202 -2.68507
O 0.02475 2.45617 -3.41387
O 1.13556 2.72461 -1.51863
C 0.89522 1.95706 -0.34140
C 2.04654 2.24641 0.65477
C 3.35925 1.60264 0.13109
O 4.50875 2.35270 0.49523
C 4.90017 2.03727 1.82551
H 1.21083 -2.31923 -1.33984
H 2.69474 -3.22080 -1.71323
H 1.34130 -3.20626 -2.91284
H 3.20237 -0.92711 -2.14040
H 2.92658 -1.61537 -3.75742
H 0.49813 -0.48365 -2.23881
H 2.77240 1.13395 -2.85805
H -0.02703 2.29463 0.14444
H 0.87650 0.87254 -0.52083
H 2.14085 3.33671 0.73163
H 1.83485 1.85007 1.65679
H 3.44189 0.59426 0.57026
H 3.32066 1.59903 -0.96180
H 5.77244 2.66619 2.03567
H 4.09790 2.28046 2.53706
H 5.20162 0.98157 1.91557
O -0.18690 5.77325 -2.38337
P -0.62629 5.83837 -3.85835
O -0.90248 7.30171 -4.26045
O -1.90059 4.99422 -4.03645
O 0.48286 5.24125 -4.73865
Li -1.09709 9.13202 -3.11417
K -1.18116 0.77754 -3.50864
Li -0.24753 -3.40235 -5.23939
C -3.25465 -4.83723 5.19260
C -1.87399 -4.96246 5.07188
C -1.17674 -4.15187 4.19177
C -1.85855 -3.21915 3.41893
C -3.24754 -3.10990 3.52323
C -3.94017 -3.91428 4.42029
C -4.00007 -2.15206 2.67028
O -5.20528 -2.05262 2.76151
C -3.24277 -1.32220 1.69379
C -3.93213 -0.46131 0.84745
C -3.23605 0.32493 -0.05619
C -1.84608 0.26078 -0.11068
C -1.15615 -0.59947 0.72684
C -1.85114 -1.39953 1.62396
C -1.09715 -2.34319 2.49162
O 0.11519 -2.39842 2.43682
H -3.79631 -5.46570 5.88767
H -1.34218 -5.69289 5.66781
H -0.10288 -4.24664 4.10281
H -5.01399 -3.82181 4.51153
H -5.01158 -0.40785 0.89197
H -3.77495 0.99226 -0.71767
H -1.30326 0.88358 -0.81473
H -0.07582 -0.65418 0.68265
*
```

---

Entry 2:
DFT (the ωB97M-V functional and the def2-TZVPD basis) results for one molecule with the formula C19H24N2O5S2 in a non-equilibrium geometry.

Summary:
ΔE to the lowest compared entry with this formula, charge and spin   8.9 kJ/mol
Energy   -54982.138 eV
Kohn-Sham gap   8.852 eV
Highest occupied orbital energy   -8.310 eV

```
! RIJCOSX wB97M-V def2-TZVPD def2/J DEFGRID3
* xyz 0 1
C -7.00813 -1.84700 0.95465
C -5.71029 -1.99244 1.73593
O -4.78014 -0.96112 1.39410
C -4.03702 -1.14422 0.30349
O -4.07422 -2.13094 -0.38558
C -3.16986 0.06870 0.03571
C -4.02156 1.13158 -0.67581
C -3.15027 2.32910 -1.04429
C -1.98403 1.86951 -1.91622
N -1.20556 0.83959 -1.25951
S -0.11554 1.37533 -0.10568
O -0.54944 1.07002 1.23203
O 0.22870 2.73801 -0.39444
C 1.32317 0.36651 -0.44752
C 1.45966 -0.38764 -1.60640
C 2.62047 -1.10017 -1.85686
C 3.67538 -1.08516 -0.94610
C 3.50914 -0.35095 0.21789
C 2.35321 0.39210 0.46519
C 2.53107 1.09906 1.76495
C 3.91710 0.65682 2.21902
O 4.51891 0.96663 3.21627
N 4.40336 -0.19647 1.25596
C 5.66272 -0.89197 1.29019
C 6.27677 -0.95482 -0.10687
C 6.54972 0.42072 -0.69262
S 5.19147 -1.92976 -1.23454
C -1.97351 -0.31156 -0.84276
H -7.71608 -2.60394 1.27937
H -7.43911 -0.86258 1.12046
H -6.81749 -1.97609 -0.10790
H -5.87968 -1.87723 2.80810
H -5.25110 -2.96467 1.53068
H -2.80932 0.47096 0.98573
H -4.83925 1.44052 -0.02258
H -4.45076 0.69771 -1.58361
H -2.74547 2.78480 -0.13848
H -3.73927 3.07624 -1.57799
H -1.30160 2.69527 -2.11713
H -2.34862 1.45966 -2.86386
H 0.65037 -0.39826 -2.31734
H 2.72440 -1.67088 -2.76596
H 2.48299 2.18416 1.65603
H 1.76937 0.82549 2.49722
H 5.51740 -1.90912 1.67574
H 6.31981 -0.35087 1.97798
H 7.19778 -1.54003 -0.06660
H 7.23152 0.96943 -0.04583
H 7.00171 0.32655 -1.67695
H 5.62952 0.99323 -0.79013
H -1.29976 -0.97099 -0.29297
H -2.32864 -0.83884 -1.73414
*
```